No. 1
{"formula": "C38H37NO13", "method": "ωB97M-V/def2-TZVPD", "elements": ["C", "C", "O", "C", "C", "C", "C", "C", "O", "C", "N", "O", "H", "H", "H", "H", "H", "H", "H", "H", "H", "H", "H", "H", "H", "H", "H", "H", "H", "C", "C", "C", "O", "C", "C", "C", "O", "H", "H", "H", "H", "C", "C", "C", "O", "C", "C", "C", "O", "H", "H", "H", "H", "C", "C", "C", "O", "C", "C", "C", "O", "H", "H", "H", "H", "C", "C", "C", "O", "C", "C", "C", "O", "H", "H", "H", "H", "C", "C", "C", "O", "C", "C", "C", "O", "H", "H", "H", "H"], "positions_angstrom": [[4.96, -4.17, -1.87], [3.99, -3.31, -1.06], [3.85, -1.98, -1.54], [3.25, -1.86, -2.83], [2.14, -0.80, -2.85], [0.69, -1.34, -2.94], [-0.07, -1.43, -1.60], [-0.03, -2.77, -0.89], [-0.77, -3.78, -1.60], [-0.10, -4.56, -2.46], [-0.99, -5.20, -3.31], [1.09, -4.72, -2.46], [4.92, -3.93, -2.93], [4.69, -5.22, -1.76], [5.99, -4.06, -1.52], [3.02, -3.80, -1.00], [4.37, -3.20, -0.04], [2.85, -2.83, -3.17], [4.02, -1.56, -3.54], [2.24, -0.14, -1.98], [2.32, -0.20, -3.74], [0.70, -2.31, -3.45], [0.12, -0.67, -3.59], [0.39, -0.71, -0.90], [-1.11, -1.11, -1.72], [-0.52, -2.69, 0.08], [0.99, -3.11, -0.72], [-0.46, -5.85, -3.89], [-1.51, -4.56, -3.90], [-3.26, 0.58, -6.35], [-3.12, 0.21, -5.08], [-2.45, 1.09, -4.09], [-2.33, 0.74, -2.94], [-1.93, 2.39, -4.57], [-2.07, 2.76, -5.84], [-2.74, 1.89, -6.83], [-2.86, 2.23, -7.99], [-3.74, -0.04, -7.10], [-3.49, -0.74, -4.71], [-1.45, 3.01, -3.82], [-1.70, 3.71, -6.21], [5.55, 2.79, -4.62], [6.71, 3.28, -4.20], [7.71, 2.42, -3.52], [8.77, 2.86, -3.14], [7.35, 0.99, -3.31], [6.19, 0.50, -3.73], [5.19, 1.36, -4.42], [4.13, 0.93, -4.80], [4.81, 3.40, -5.12], [6.99, 4.31, -4.34], [8.09, 0.38, -2.81], [5.91, -0.54, -3.58], [-2.78, 2.66, -0.39], [-2.64, 2.27, 0.87], [-1.95, 3.13, 1.86], [-1.82, 2.78, 3.01], [-1.45, 4.45, 1.40], [-1.59, 4.84, 0.14], [-2.27, 3.97, -0.86], [-2.39, 4.32, -2.01], [-3.27, 2.04, -1.14], [-3.00, 1.32, 1.24], [-0.95, 5.06, 2.15], [-1.23, 5.79, -0.23], [-4.85, 2.10, 8.16], [-5.12, 1.48, 7.02], [-4.36, 1.79, 5.78], [-4.61, 1.22, 4.73], [-3.29, 2.82, 5.86], [-3.03, 3.45, 7.00], [-3.79, 3.14, 8.24], [-3.54, 3.71, 9.28], [-5.37, 1.89, 9.08], [-5.88, 0.72, 6.94], [-2.75, 3.01, 4.94], [-2.26, 4.20, 7.09], [-2.87, -2.93, 8.19], [-1.70, -3.56, 8.19], [-0.66, -3.24, 7.18], [0.41, -3.82, 7.18], [-0.98, -2.21, 6.17], [-2.15, -1.58, 6.17], [-3.19, -1.89, 7.18], [-4.25, -1.31, 7.18], [-3.65, -3.14, 8.92], [-1.44, -4.31, 8.92], [-0.20, -2.00, 5.44], [-2.41, -0.82, 5.44]], "lowdin_charge": [-0.069, -0.271, -0.157, -0.214, -0.148, -0.170, -0.156, -0.149, 0.014, -0.629, 0.160, 0.085, 0.069, 0.076, 0.070, 0.086, 0.118, 0.113, 0.091, 0.118, 0.086, 0.100, 0.094, 0.118, 0.094, 0.127, 0.108, 0.102, 0.100, 0.024, 0.022, -0.370, 0.078, 0.026, 0.031, -0.384, 0.110, 0.122, 0.121, 0.104, 0.124, 0.021, 0.020, -0.386, 0.108, 0.027, 0.031, -0.368, 0.097, 0.121, 0.122, 0.124, 0.109, 0.027, 0.035, -0.369, 0.086, 0.025, 0.024, -0.369, 0.094, 0.104, 0.127, 0.122, 0.122, 0.019, 0.001, -0.384, 0.097, 0.026, 0.023, -0.391, 0.098, 0.122, 0.116, 0.086, 0.120, 0.022, 0.022, -0.386, 0.109, 0.024, 0.029, -0.369, 0.102, 0.122, 0.122, 0.123, 0.119], "e_lumo_ev": -1.723, "total_energy_ev": -68107.935, "smiles": "O=C1C=CC(=O)C=C1.O=C1C=CC(=O)C=C1.O=C1C=CC(=O)C=C1.O=C1C=CC(=O)C=C1.O=C1C=CC(=O)C=C1.CCOCCCCCOC(N)=O"}

=====

No. 2
{"formula": "C38H38AuN5P2", "method": "ωB97M-V/def2-TZVPD", "elements": ["Au", "C", "P", "C", "C", "C", "C", "C", "C", "C", "C", "C", "C", "C", "C", "C", "C", "C", "C", "C", "P", "C", "C", "C", "C", "C", "C", "C", "C", "C", "C", "C", "C", "N", "H", "H", "H", "H", "H", "H", "H", "H", "H", "H", "H", "H", "H", "H", "H", "H", "H", "H", "H", "H", "H", "H", "H", "H", "H", "H", "C", "N", "C", "C", "N", "H", "H", "H", "H", "H", "H", "N", "C", "C", "C", "C", "C", "N", "H", "H", "H", "H", "H", "H"], "positions_angstrom": [[-0.13, -0.27, -0.01], [-3.21, -0.78, 0.73], [-2.32, 0.84, 0.53], [-3.36, 1.87, -0.55], [-2.93, 2.16, -1.84], [-3.71, 2.97, -2.65], [-4.90, 3.48, -2.17], [-5.33, 3.18, -0.89], [-4.56, 2.38, -0.07], [-2.35, 1.66, 2.14], [-2.96, 1.16, 3.29], [-2.84, 1.85, 4.48], [-2.12, 3.03, 4.54], [-1.50, 3.53, 3.40], [-1.60, 2.84, 2.20], [-2.71, -1.74, -0.28], [-3.33, -2.85, -0.89], [-2.40, -3.41, -1.74], [-1.22, -2.64, -1.63], [0.05, -2.76, -2.35], [0.91, -1.09, -2.48], [1.65, -1.23, -4.14], [1.07, -0.57, -5.22], [1.65, -0.67, -6.47], [2.80, -1.42, -6.64], [3.35, -2.11, -5.58], [2.79, -2.01, -4.32], [2.39, -1.17, -1.44], [3.26, -0.09, -1.62], [4.37, 0.05, -0.81], [4.62, -0.88, 0.19], [3.76, -1.95, 0.37], [2.64, -2.09, -0.42], [-1.45, -1.64, -0.74], [-4.30, -0.63, 0.67], [-2.95, -1.14, 1.73], [-1.99, 1.76, -2.20], [-3.38, 3.21, -3.65], [-5.51, 4.12, -2.80], [-6.26, 3.58, -0.52], [-4.88, 2.15, 0.94], [-3.56, 0.26, 3.25], [-3.32, 1.47, 5.37], [-2.04, 3.56, 5.47], [-0.94, 4.45, 3.45], [-1.13, 3.21, 1.30], [-4.33, -3.19, -0.72], [-2.51, -4.28, -2.36], [-0.11, -3.17, -3.35], [0.76, -3.42, -1.84], [0.18, 0.03, -5.07], [1.21, -0.15, -7.31], [3.27, -1.46, -7.61], [4.23, -2.72, -5.72], [3.23, -2.53, -3.48], [3.06, 0.62, -2.41], [5.05, 0.87, -0.96], [5.49, -0.78, 0.82], [3.96, -2.68, 1.14], [1.99, -2.93, -0.27], [2.86, 4.10, 1.04], [2.58, 2.80, 1.63], [3.23, 2.50, 2.90], [1.87, 1.92, 1.05], [1.23, 1.11, 0.51], [3.93, 4.21, 0.86], [2.54, 4.89, 1.72], [2.33, 4.21, 0.10], [4.31, 2.54, 2.78], [2.95, 1.51, 3.25], [2.93, 3.25, 3.64], [0.27, -0.28, 3.54], [0.27, -1.59, 3.15], [0.56, -2.59, 4.09], [0.57, -3.91, 3.70], [0.29, -4.21, 2.37], [0.03, -3.17, 1.51], [0.03, -1.88, 1.87], [0.17, -0.11, 4.53], [-0.14, 0.40, 2.92], [0.76, -2.32, 5.12], [0.79, -4.69, 4.42], [0.25, -5.23, 2.02], [-0.21, -3.35, 0.48]], "lowdin_charge": [0.984, -0.236, 1.077, -0.354, -0.089, -0.057, -0.042, -0.048, -0.071, -0.396, -0.079, -0.053, -0.046, -0.060, -0.111, -0.386, -0.024, -0.025, -0.405, -0.240, 1.089, -0.379, -0.094, -0.063, -0.050, -0.054, -0.078, -0.461, -0.132, -0.074, -0.066, -0.060, -0.112, -0.139, 0.115, 0.082, 0.092, 0.115, 0.119, 0.119, 0.114, 0.108, 0.119, 0.119, 0.113, 0.104, 0.111, 0.113, 0.110, 0.082, 0.101, 0.113, 0.115, 0.116, 0.113, 0.113, 0.111, 0.110, 0.114, 0.079, 0.001, -0.165, 0.000, -0.212, 0.067, 0.107, 0.104, 0.105, 0.106, 0.094, 0.104, 0.150, -0.377, -0.004, -0.033, -0.040, -0.149, 0.057, 0.110, 0.045, 0.118, 0.123, 0.115, 0.087], "e_lumo_ev": [-8.104, -8.029], "relative_energy_ev": 2.709, "total_charge": 2, "total_energy_ev": -69728.129}